Entry 1:
Molecular formula: C5H7NO
Method: DFT, ωB97M-V/def2-TZVPD

```
14
Properties=species:S:1:pos:R:3:forces:R:3:lowdin_charge:R:1
O -2.24971 0.45421 -0.03791 0.6 0.0 0.3 -0.08
C -1.20768 0.08712 0.46204 -1.4 -0.4 -0.7 -0.20
C -0.08620 -0.58789 -0.34936 -0.6 -0.1 -0.5 -0.21
C 1.23094 0.09167 -0.56189 0.3 0.3 0.1 -0.17
C 1.42448 0.97456 0.64155 0.9 -0.4 0.9 -0.01
C 1.12935 -0.07243 1.41014 1.9 -0.1 0.8 -0.14
N 1.08970 -1.06231 0.35747 -0.7 0.1 0.7 0.04
H -2.84923 -0.36763 -1.69688 3.0 1.6 -3.2 0.13
H -1.20427 0.13877 1.56198 0.7 -0.2 -0.1 0.12
H -0.35699 -1.31479 -1.08368 -0.8 0.0 -0.6 0.11
H 1.89960 0.03486 -1.41092 -0.4 -0.1 -0.2 0.14
H -1.89724 0.13628 -2.66828 -3.0 -1.7 2.5 0.07
H 2.04465 1.79578 0.92966 -0.4 1.0 -0.4 0.10
H 1.03260 -0.30821 2.44607 -0.1 0.1 0.5 0.11
```
Positions in Å, forces in eV/Å.

**Multiplicity**: 1
**Net charge**: 0
**Orbital gap**: 0.3453 hartree
**Energy**: -8827.497 eV
**Highest occupied orbital energy**: -9.162 eV
**Relative energy (zero: lowest compared OMol25 entry of this formula, charge and spin)**: 8.706 eV

Entry 2:
Molecular formula: C10H17N3O4
Method: DFT, ωB97M-V/def2-TZVPD

```
34
Properties=species:S:1:pos:R:3:forces:R:3:lowdin_charge:R:1
N 1.48212 -1.24681 3.32945 0.5 -1.3 -0.8 0.12
C 1.67946 -2.27784 2.34345 -1.9 1.9 5.7 -0.58
O 1.56616 -3.46785 2.53680 -0.1 0.0 -0.1 0.04
C 2.17018 -1.74329 1.11869 0.9 -1.8 -4.0 -0.14
C 2.04765 -0.46029 0.29987 -0.6 2.0 0.7 -0.11
C 1.13095 0.81281 0.66003 0.1 -3.0 2.7 -0.22
N 1.47470 1.19494 2.06288 0.9 1.7 -0.7 0.02
C -0.32764 0.29612 0.72310 -1.2 -2.1 -0.7 -0.39
O -0.71673 -0.50307 1.58771 0.9 1.9 -0.5 0.06
N -1.21524 0.53797 -0.32424 -0.3 0.0 -1.3 0.04
C -2.63301 -0.14002 -0.17399 3.0 -1.4 -0.4 -0.11
C -3.19968 -0.02080 -1.56858 -0.3 1.0 0.1 -0.18
C -1.97613 -0.19376 -2.47377 1.6 -0.1 -1.2 -0.11
C -0.78199 0.64283 -1.85423 -0.6 -2.1 2.5 -0.14
C -0.62807 2.01221 -2.40814 -1.0 1.2 0.2 -0.43
O -1.61237 2.70983 -2.59790 2.4 -0.3 -0.1 0.12
O 0.72403 2.33565 -2.65232 -2.5 0.7 0.0 0.07
H 1.63018 -0.31602 2.87928 -0.7 -0.7 1.3 0.02
H 1.04929 -1.32011 4.28690 0.8 -0.4 -2.0 0.12
H 3.26337 -1.94617 1.20326 -0.6 -0.1 -0.3 0.14
H 1.74104 -2.50134 0.38327 1.0 0.5 1.0 0.15
H 3.08782 -0.12468 0.22301 -0.4 0.5 -0.6 0.11
H 1.65540 -0.80312 -0.64058 0.4 0.2 -0.7 0.09
H 1.29637 1.55463 -0.05874 0.1 1.2 -1.1 0.10
H 0.75441 1.74852 2.49809 -0.6 -0.1 0.0 0.09
H 2.28462 1.84023 2.11381 -0.4 -0.8 -0.4 0.11
H -2.56036 -1.25752 0.05316 0.5 1.4 -0.1 0.14
H -3.02458 0.30358 0.72005 -0.9 0.5 -0.1 0.11
H -3.96397 -0.78818 -1.71940 0.1 0.2 -0.2 0.12
H -3.64500 0.97318 -1.67010 0.0 -0.1 -0.4 0.11
H -1.60403 -1.22701 -2.39004 -0.3 0.1 0.1 0.12
H -2.04594 -0.03435 -3.60337 -0.4 0.2 1.6 0.14
H 0.20375 0.14489 -1.91175 -0.7 0.0 -0.3 0.13
H 0.69324 3.26483 -2.97567 0.2 -0.6 0.1 0.13
```
Positions in Å, forces in eV/Å.

**Multiplicity**: 1
**Net charge**: 0
**Orbital gap**: 0.3312 hartree
**Energy**: -23304.926 eV
**Highest occupied orbital energy**: -8.744 eV
**Relative energy (zero: lowest compared OMol25 entry of this formula, charge and spin)**: 3.030 eV
**SMILES**: NC(=O)CC[C@H](N)C(=O)N1CCC[C@H]1C(=O)O

Entry 3:
Molecular formula: C21H28N2O2S
Method: DFT, ωB97M-V/def2-TZVPD

```
54
Properties=species:S:1:pos:R:3:forces:R:3:lowdin_charge:R:1
C -8.39884 -0.47963 1.42918 0.0 0.0 0.1 -0.05
C -7.12437 -0.04943 0.77044 0.0 0.0 0.0 -0.28
C -6.67468 1.26138 0.89454 -0.1 -0.1 0.0 -0.05
C -5.48946 1.66334 0.31375 0.1 -0.1 0.0 -0.11
C -4.72916 0.75759 -0.41718 0.3 0.1 -0.1 -0.54
S -3.24170 1.36656 -1.16840 0.2 -0.2 -0.2 0.98
C -2.09707 -0.07199 -1.06437 -0.4 0.5 0.2 -0.59
C -1.89231 -0.50633 0.37998 0.1 -0.3 -0.1 -0.18
C -0.84044 -1.61463 0.43927 -0.2 0.0 0.4 -0.13
N 0.40101 -1.16044 -0.15734 -0.4 -0.2 -0.1 -0.05
C 1.47538 -0.95675 0.64080 0.3 0.2 -0.3 -0.42
O 1.45046 -1.24310 1.82332 0.1 0.0 0.4 0.07
C 2.73771 -0.39977 -0.01862 0.0 0.0 0.4 -0.19
C 3.41558 -1.47129 -0.89964 0.0 -0.1 0.0 -0.13
C 4.79638 -1.83554 -0.35295 0.1 0.0 -0.2 -0.08
C 5.63466 -0.58121 -0.18138 -0.3 -0.4 0.1 -0.45
O 6.73652 -0.45800 -0.68020 0.4 0.1 -0.2 0.06
N 5.00542 0.36678 0.55312 0.1 0.2 -0.1 0.00
C 5.56857 1.65948 0.83372 0.2 0.2 0.0 -0.24
C 7.03307 1.86621 1.07739 0.1 0.0 0.2 -0.09
C 6.39362 2.41218 -0.16694 -0.1 0.2 -0.2 -0.09
C 3.70076 0.05534 1.08928 -0.5 -0.3 0.2 -0.11
C 0.24789 -0.78920 -1.54381 0.0 0.3 -0.2 -0.14
C -0.76675 0.35183 -1.67460 -0.1 -0.2 -0.2 -0.20
C -5.17581 -0.54642 -0.56692 0.0 0.1 0.0 -0.10
C -6.35810 -0.94133 0.03294 -0.1 0.0 0.0 -0.04
H -8.71563 -1.45440 1.06712 -0.1 -0.1 0.0 0.07
H -9.19120 0.24163 1.23816 -0.1 0.0 0.0 0.08
H -8.25983 -0.54284 2.50866 -0.1 0.0 0.1 0.08
H -7.25861 1.97303 1.46005 -0.1 0.1 0.1 0.11
H -5.14210 2.67996 0.41671 0.0 0.1 0.1 0.10
H -2.52824 -0.88399 -1.65649 0.1 0.0 0.0 0.10
H -1.54970 0.34856 0.96668 0.0 0.0 0.0 0.13
H -2.82850 -0.86327 0.81237 0.0 0.0 0.0 0.11
H -1.19258 -2.49815 -0.10512 0.0 0.0 0.0 0.13
H -0.63062 -1.88931 1.47375 -0.1 -0.1 -0.2 0.12
H 2.47824 0.47673 -0.61809 0.0 -0.1 0.0 0.14
H 3.53660 -1.09771 -1.91876 0.0 -0.1 0.0 0.12
H 2.79930 -2.37180 -0.94586 0.0 0.0 -0.1 0.12
H 4.69857 -2.34286 0.60874 0.0 0.0 0.0 0.13
H 5.31637 -2.50131 -1.04209 0.0 0.1 0.1 0.12
H 4.88965 2.24466 1.44220 0.1 0.0 -0.1 0.14
H 7.68583 1.01859 0.95489 0.0 -0.1 -0.1 0.10
H 7.32164 2.54758 1.86330 -0.1 0.1 0.1 0.10
H 6.23481 3.47653 -0.25397 0.0 0.1 0.1 0.09
H 6.63487 1.91678 -1.09231 0.0 -0.1 0.0 0.09
H 3.28952 0.93642 1.58375 0.1 -0.1 0.0 0.13
H 3.76577 -0.73734 1.84348 -0.1 0.2 -0.1 0.13
H -0.12014 -1.66542 -2.09256 0.1 0.1 0.0 0.14
H 1.19994 -0.49748 -1.97927 0.0 -0.1 0.0 0.11
H -0.39589 1.23312 -1.14696 0.1 0.0 0.0 0.12
H -0.89844 0.61427 -2.72505 0.0 0.0 0.0 0.11
H -4.61584 -1.25941 -1.15264 0.1 0.0 -0.1 0.10
H -6.69162 -1.96254 -0.08544 -0.1 -0.1 0.0 0.11
```
Positions in Å, forces in eV/Å.

**Multiplicity**: 1
**Net charge**: 0
**Orbital gap**: 0.3238 hartree
**Energy**: -40142.448 eV
**Highest occupied orbital energy**: -8.243 eV
**Relative energy (zero: lowest compared OMol25 entry of this formula, charge and spin)**: 0.206 eV
**SMILES**: Cc1ccc(SC2CCN(C(=O)[C@@H]3CCC(=O)N(C4CC4)C3)CC2)cc1